{
  "formula": "C31H22N3O4ReS",
  "method": "ωB97M-V/def2-TZVPD",
  "homo_ev": [-11.69, -11.57],
  "homo_lumo_gap_ha": [0.251, 0.255],
  "max_force_ev_per_a": 0.56,
  "de_lowest_kcal_mol": 0.4,
  "total_charge": 1,
  "spin_multiplicity": 2,
  "lumo_ev": [-4.867, -4.642],
  "symbols": ["C", "C", "H", "C", "C", "H", "C", "C", "C", "H", "H", "C", "Re", "O", "H", "C", "H", "C", "C", "C", "H", "C", "H", "H", "N", "C", "C", "C", "O", "C", "H", "H", "S", "C", "C", "N", "C", "C", "C", "H", "H", "C", "H", "C", "C", "O", "O", "H", "C", "H", "H", "C", "H", "C", "C", "H", "H", "H", "N", "C", "C", "H"],
  "positions_angstrom": [[-2.940640, 0.921589, -3.227293], [-3.841275, 1.141603, -4.261871], [-4.299627, 0.288599, 3.153307], [2.197877, 4.344906, 0.605186], [-3.460179, -1.419443, -3.288316], [-2.455403, 1.766658, -0.416438], [0.156173, 0.177703, 2.713105], [-4.553266, 0.085271, -4.811002], [3.076956, 2.109336, 0.546876], [-3.828957, -2.032026, 2.428465], [-3.608989, 2.185089, 1.711810], [0.463273, -0.172031, 4.043872], [2.564788, -1.264282, -1.149667], [-0.443915, 1.458466, -1.619010], [-1.689436, -2.838624, -1.684428], [0.959396, -0.212249, 1.678982], [3.534977, 1.268107, 1.042807], [-2.738049, -0.365453, -2.739271], [4.375849, -2.505693, 2.481577], [0.113344, -1.876266, -1.494042], [-3.344416, -2.433325, -2.922405], [-3.788487, 0.103788, 2.216877], [2.249975, 3.168234, -2.572994], [1.928770, 5.231072, 1.166762], [0.571741, -0.609606, -1.433495], [1.583604, -0.900764, 4.310051], [-2.754324, 0.930629, 0.202963], [-0.501214, 0.264571, -1.580428], [1.035992, -2.750727, -1.421307], [2.101157, -0.998754, 1.925092], [-2.682585, -2.460163, 0.316766], [-3.983302, 2.146019, -4.639628], [3.309149, 0.661685, -1.794724], [-3.401222, 1.165668, 1.408394], [2.430722, -1.331801, 3.261237], [2.914560, -1.447886, 0.894467], [2.034844, 4.323951, -0.773455], [2.727328, 3.243942, 1.264531], [-2.486024, -0.374402, -0.208237], [-0.185408, 0.148403, 4.848135], [2.885383, 3.275184, 2.336724], [-4.361928, -1.195808, -4.319214], [-0.726543, 0.769984, 2.498524], [4.750024, -2.713686, 0.006854], [3.592550, -2.086751, 3.518090], [4.135913, -2.415894, -1.140915], [5.760027, -3.328161, 0.127518], [5.268764, -3.101797, 2.606146], [-3.525673, -1.195402, 1.810316], [-4.915712, -2.028180, -4.735887], [3.842911, -2.340190, 4.542512], [2.380999, 3.195657, -1.497632], [1.845769, -1.169323, 5.326874], [2.876418, 2.081511, -0.828756], [3.988135, -2.179417, 1.189543], [-2.386702, 1.753230, -2.813504], [0.729762, 0.103115, 0.677613], [-5.253857, 0.259367, -5.618058], [-1.193008, -1.966944, -1.623302], [-2.877379, -1.433833, 0.603807], [-1.794970, -0.614530, -1.564201], [1.635354, 5.190052, -1.286277]],
  "atomic_forces_ev_per_a": [[-0.01, 0.04, -0.05], [0.03, -0.03, 0.04], [0.01, 0.00, -0.03], [0.00, 0.04, 0.02], [-0.04, -0.05, -0.01], [-0.03, -0.04, 0.03], [-0.05, 0.04, 0.00], [0.01, 0.06, -0.01], [-0.02, 0.13, 0.01], [0.02, 0.04, -0.04], [0.01, -0.05, -0.02], [-0.03, 0.01, 0.02], [0.45, 0.30, -0.15], [0.10, 0.11, -0.05], [-0.02, 0.00, -0.03], [0.05, 0.01, -0.01], [0.00, -0.12, 0.07], [0.05, 0.06, 0.06], [0.07, -0.04, 0.13], [0.19, -0.03, 0.02], [-0.01, 0.04, -0.01], [0.02, 0.00, -0.03], [0.00, 0.00, 0.06], [0.01, -0.04, -0.02], [-0.03, -0.14, -0.11], [0.00, -0.02, 0.08], [-0.06, 0.00, 0.00], [0.05, -0.22, 0.14], [-0.35, -0.17, 0.05], [0.12, 0.00, -0.14], [-0.01, 0.05, 0.00], [0.01, -0.02, 0.01], [0.06, 0.29, -0.01], [0.02, -0.01, -0.03], [0.06, -0.03, -0.02], [-0.15, -0.07, 0.22], [-0.03, 0.04, -0.03], [0.06, -0.06, 0.03], [0.01, 0.00, -0.01], [0.01, -0.01, -0.01], [-0.01, -0.02, -0.08], [0.01, -0.07, 0.03], [0.04, -0.03, 0.01], [-0.18, 0.15, 0.02], [-0.02, -0.02, 0.11], [-0.29, -0.04, 0.09], [0.18, -0.13, -0.15], [-0.01, 0.01, 0.01], [0.01, 0.00, -0.01], [0.03, 0.03, 0.02], [-0.01, 0.03, -0.06], [-0.08, -0.03, -0.08], [-0.01, 0.02, -0.05], [0.07, 0.06, 0.04], [-0.22, 0.10, -0.10], [-0.03, -0.03, -0.03], [0.00, 0.03, -0.06], [0.03, 0.00, 0.04], [-0.19, 0.09, 0.05], [0.05, 0.00, 0.01], [0.03, -0.17, -0.02], [0.03, -0.04, 0.02]],
  "nbo_charge": [-0.23, -0.19, 0.23, -0.18, -0.22, 0.23, -0.17, -0.18, -0.23, 0.23, 0.23, -0.19, 1.38, -0.54, 0.44, -0.20, 0.21, 0.03, -0.23, 0.77, 0.20, -0.20, 0.23, 0.23, -0.73, -0.15, -0.16, 0.72, -0.67, 0.24, 0.21, 0.22, 0.24, -0.22, -0.11, -0.45, -0.20, -0.15, -0.06, 0.24, 0.22, -0.20, 0.24, 0.75, -0.07, -0.68, -0.48, 0.27, -0.20, 0.23, 0.24, -0.18, 0.23, -0.22, 0.14, 0.24, 0.22, 0.23, -0.57, -0.21, -0.02, 0.23]
}